Below is C26H35ClGe2MoNOS as an isolated structure, with properties calculated with wB97M-V/def2-TZVPD.

Geometry as XYZ:
```
68
Properties=species:S:1:pos:R:3:mulliken_charge:R:1
Mo 0.20 -0.50 -0.07 -0.74
O 0.15 1.34 -0.88 -0.49
N -0.16 2.41 -0.10 0.62
C -0.02 3.62 -0.66 -0.36
C -0.34 4.74 0.06 -0.79
C -0.81 4.60 1.37 -0.24
C -0.92 3.34 1.92 -1.01
C -0.57 2.22 1.17 0.95
S -0.55 0.60 1.80 -0.37
H 0.34 3.60 -1.68 0.49
H -0.23 5.71 -0.40 0.48
H -1.07 5.46 1.95 0.43
H -1.26 3.20 2.93 0.47
Cl 0.98 -2.85 0.81 -0.11
C -0.76 -3.24 0.41 -0.54
H -1.22 -3.48 1.36 0.35
H -0.76 -4.12 -0.24 0.44
C 2.31 0.45 -3.24 -1.11
Ge 3.14 -0.76 -1.94 0.93
C 2.56 -2.59 -2.34 -1.09
C 5.10 -0.66 -2.13 -1.36
Ge 2.68 -0.15 0.45 -0.03
C 3.66 -1.23 1.73 0.33
C 4.96 -1.64 1.44 -0.45
C 5.70 -2.35 2.38 -0.71
C 5.15 -2.65 3.61 -0.51
C 3.86 -2.24 3.91 -0.71
C 3.12 -1.54 2.97 0.29
C 2.99 1.76 0.77 0.10
C 3.43 2.61 -0.24 -0.03
C 3.64 3.96 0.01 -0.69
C 3.41 4.47 1.28 -0.54
C 2.98 3.63 2.29 -0.75
C 2.78 2.29 2.04 0.01
H 2.51 0.06 -4.23 0.49
H 2.72 1.46 -3.19 0.37
H 1.23 0.53 -3.11 0.24
H 2.94 -2.86 -3.33 0.44
H 1.47 -2.69 -2.37 0.23
H 2.94 -3.31 -1.62 0.35
H 5.33 -0.52 -3.18 0.48
H 5.57 -1.58 -1.80 0.42
H 5.54 0.17 -1.57 0.42
H 5.42 -1.41 0.49 0.20
H 6.71 -2.67 2.14 0.42
H 5.73 -3.20 4.35 0.39
H 3.43 -2.47 4.88 0.42
H 2.11 -1.24 3.22 0.33
H 3.62 2.23 -1.24 0.16
H 3.99 4.61 -0.78 0.45
H 3.58 5.52 1.48 0.43
H 2.82 4.02 3.29 0.44
H 2.46 1.64 2.85 0.42
C -3.37 -2.94 -1.05 -1.82
C -2.77 -1.75 -0.29 1.98
C -3.41 -1.67 1.11 -1.64
C -3.06 -0.46 -1.06 -1.72
C -1.26 -1.96 -0.17 -0.28
H -4.43 -2.77 -1.25 0.48
H -3.29 -3.87 -0.48 0.42
H -2.88 -3.08 -2.01 0.37
H -4.49 -1.70 1.01 0.50
H -3.14 -0.74 1.61 0.27
H -3.12 -2.50 1.75 0.33
H -4.13 -0.28 -1.10 0.48
H -2.68 -0.52 -2.08 0.40
H -2.59 0.40 -0.57 0.22
H -0.84 -1.83 -1.23 0.65
```

The value obtained for the orbital gap (spin up / spin down) is 0.261 / 0.266 Eh. The LUMO energy (spin up / spin down) comes out at -3.59 / -3.53 eV. As for the net charge: +1.